(1)
{
  "formula": "C3H5N2",
  "method": "ωB97M-V/def2-TZVPD",
  "gap_ha": [0.290, 0.290],
  "e_above_lowest_ev": 6.0970,
  "mol_weight_g_mol": 69.1,
  "total_charge": 1,
  "species": ["C", "C", "C", "N", "N", "H", "H", "H", "H", "H"],
  "xyz": [[-1.169323, -1.032616, 0.099829], [0.197477, -1.254849, -0.102073], [-0.884600, 0.927179, -0.145328], [-1.882655, -0.059356, 0.037105], [0.449664, 0.144060, 0.071959], [0.708656, -1.727196, 0.649983], [0.314608, -1.591988, -1.246999], [-0.811688, 1.542315, -1.092662], [-0.761672, 1.612684, 0.802182], [1.037405, 0.471548, 0.850399]],
  "forces_ev_per_a": [[-3.66, 2.69, 0.65], [2.11, -0.23, -4.12], [3.96, 3.56, 2.11], [-0.99, -2.58, -0.23], [-0.10, 1.05, -0.88], [1.35, -2.11, 1.25], [0.13, 0.18, 2.63], [-0.80, -1.03, 0.95], [-1.41, -0.93, -2.03], [-0.60, -0.59, -0.33]]
}

***

(2)
{
  "formula": "C3H5N2",
  "method": "ωB97M-V/def2-TZVPD",
  "gap_ha": 0.295,
  "e_above_lowest_ev": 5.3105,
  "mol_weight_g_mol": 69.1,
  "total_charge": 1,
  "species": ["C", "C", "C", "N", "N", "H", "H", "H", "H", "H"],
  "xyz": [[1.183893, 0.490506, 0.079433], [0.314055, 0.584887, -1.072240], [-0.174819, -0.709188, 0.929100], [1.155304, -0.162301, 1.093092], [-0.743944, -0.024317, -0.306504], [0.083294, 1.571752, -1.475245], [0.705970, -0.063112, -1.872138], [-0.180886, -1.799125, 0.822620], [-0.770062, -0.423728, 1.933007], [-1.572805, 0.534627, -0.131125]],
  "forces_ev_per_a": [[0.28, -1.31, 3.03], [-0.38, 0.24, -1.95], [-3.18, 0.11, 2.17], [2.05, 1.52, -1.61], [-0.63, -0.56, 0.46], [0.03, -0.05, 0.18], [0.00, 0.22, 0.19], [0.30, 0.25, 0.02], [1.24, -0.56, -2.50], [0.29, 0.14, 0.00]]
}

***

(3)
{
  "formula": "C3H5N2",
  "method": "ωB97M-V/def2-TZVPD",
  "gap_ha": 0.296,
  "e_above_lowest_ev": 7.4511,
  "mol_weight_g_mol": 69.1,
  "total_charge": 1,
  "species": ["C", "C", "C", "N", "N", "H", "H", "H", "H", "H"],
  "xyz": [[-2.118353, -0.119427, -0.298473], [0.510219, -0.901986, 0.235559], [0.160197, 0.549130, 0.357758], [-1.135936, 0.393685, -0.010448], [1.238610, 0.200392, -0.541301], [-2.872207, -0.849475, -0.282735], [1.042244, -1.311828, 1.112839], [0.232808, 1.111038, 1.273445], [2.136880, 0.550658, -0.280425], [0.805540, 0.377811, -1.566217]],
  "forces_ev_per_a": [[0.92, 1.46, 0.87], [1.44, -1.15, 0.44], [0.67, -1.06, 2.87], [-3.19, -0.03, -2.14], [-3.36, 0.18, -2.99], [-1.01, -0.53, -0.47], [0.48, 0.62, -0.63], [0.72, 0.61, -0.23], [0.82, 0.64, -0.23], [2.52, -0.75, 2.50]]
}